(1)
ORCA calculation (the ωB97M-V functional and the def2-TZVPD basis) on a cluster of 3 separate species, C3H9NO2S in total at a distorted geometry.

Atoms and positions in Å:
O (-1.56021, 1.70247, 1.13700)
C (-1.68683, 0.85510, 0.19992)
C (-2.69900, -0.18887, 0.07997)
C (3.74189, 0.25171, -0.99023)
S (2.15307, -0.14058, -0.31803)
N (-2.87538, -0.87860, -1.07439)
H (-0.84603, 0.87883, -0.54612)
H (-3.19665, -0.52192, 1.01091)
H (4.15128, 1.25764, -0.51773)
H (4.47442, -0.57912, -0.96031)
H (3.53829, 0.28896, -2.07492)
H (-3.81761, -1.23233, -1.23468)
H (-2.30356, -1.66423, -1.18968)
H (-0.35839, 0.45250, 2.21642)
H (0.88909, -0.37112, 1.72377)
O (0.39564, -0.11043, 2.53809)

Summary:
DFT total energy	-722.89894	hartree
maximum force	3.15	eV/Å
net charge	0
E_HOMO	-0.26620	Eh
LUMO level	-4.23	eV
energy relative to the best compared isomer or geometry (same formula, charge and spin)	7.331	eV
frontier orbital gap	3.02	eV

Let us look at the Löwdin charges, expressed in e, one per atom:
1. O -0.0122
2. C -0.2442
3. C -0.0536
4. C -0.6308
5. S 0.5106
6. N 0.0840
7. H 0.1034
8. H 0.1405
9. H 0.0685
10. H 0.0180
11. H 0.0128
12. H 0.1113
13. H 0.0942
14. H 0.0046
15. H -0.0820
16. O -0.1251


(2)
ORCA calculation (the ωB97M-V functional and the def2-TZVPD basis) on a structure of composition H22O11 at a distorted geometry.

Atoms and positions in Å:
O (-8.76112, 4.91873, 11.49902)
H (-8.88776, 5.85955, 11.37639)
H (-7.82013, 4.78624, 11.38395)
O (-7.96353, 3.13258, 9.30788)
H (-7.55163, 2.31264, 9.58040)
H (-7.23152, 3.73143, 9.16036)
O (-5.52304, 8.10561, 7.91959)
H (-5.18430, 7.83922, 7.06489)
H (-6.12334, 7.40313, 8.16939)
O (-4.08766, 6.18927, 9.50625)
H (-4.04422, 5.29350, 9.17169)
H (-5.00719, 6.31328, 9.74146)
O (-5.95323, 8.36529, 10.53950)
H (-6.56022, 8.44600, 9.80378)
H (-6.02438, 7.44987, 10.81001)
O (-6.02289, 5.78695, 9.61472)
H (-6.73942, 6.09022, 9.05719)
H (-6.43595, 5.17680, 10.22573)
O (-7.99778, 5.90919, 8.79690)
H (-8.65452, 5.48488, 9.34907)
H (-8.23625, 5.65833, 7.90447)
O (-7.31566, 8.10126, 9.24101)
H (-7.60103, 8.95853, 8.92498)
H (-7.78588, 7.47420, 8.69153)
O (-6.49020, 2.84533, 11.06392)
H (-6.99794, 2.63825, 11.84849)
H (-6.55675, 3.79644, 10.97911)
O (-6.10468, 6.19620, 7.18845)
H (-6.76877, 5.67357, 6.73893)
H (-5.28271, 5.96201, 6.75745)
O (-6.73252, 4.87914, 11.27770)
H (-6.48575, 5.80364, 11.30295)
H (-6.51792, 4.54955, 12.15036)

Summary:
DFT total energy	-840.13553	hartree
maximum force	14.95	eV/Å
net charge	0
E_HOMO	-0.32507	Eh
LUMO level	-0.56	eV
energy relative to the best compared isomer or geometry (same formula, charge and spin)	20.262	eV
frontier orbital gap	8.28	eV

Let us look at the Löwdin charges, expressed in e, one per atom:
1. O -0.0134
2. H 0.0462
3. H -0.2477
4. O -0.0468
5. H 0.0499
6. H 0.0144
7. O -0.0658
8. H 0.0480
9. H -0.0282
10. O -0.0670
11. H 0.0236
12. H -0.2045
13. O -0.0398
14. H -0.3119
15. H -0.0061
16. O -0.0628
17. H -0.0613
18. H -0.1170
19. O 0.0143
20. H 0.1055
21. H 0.1193
22. O 0.0490
23. H 0.1559
24. H 0.0693
25. O -0.0237
26. H 0.0754
27. H -0.1716
28. O -0.0435
29. H 0.0852
30. H 0.1107
31. O 0.1469
32. H 0.1865
33. H 0.2109


(3)
ORCA calculation (the ωB97M-V functional and the def2-TZVPD basis) on a cluster of 16 separate species, C63H91N5O21 in total at a distorted geometry.

Atoms and positions in Å:
C (6.73677, -1.33348, 3.16543)
C (7.47033, -0.29064, 3.58451)
C (7.62296, 0.82702, 2.77302)
C (7.10768, 0.86568, 1.46584)
C (6.27391, -0.24216, 1.09014)
C (6.10074, -1.33941, 1.91788)
N (7.45981, 1.92505, 0.51049)
O (7.29889, 1.67071, -0.66914)
O (7.98143, 2.96035, 0.89989)
H (6.50731, -2.20895, 3.75475)
H (7.91056, -0.36034, 4.56825)
H (8.16617, 1.70606, 3.08705)
H (5.77698, -0.27194, 0.13172)
H (5.59782, -2.23468, 1.58326)
C (-4.72411, -3.39068, 3.59329)
C (-3.94468, -3.44629, 2.46100)
C (-2.61810, -3.75512, 2.54110)
C (-2.01126, -3.99840, 3.77782)
C (-2.81823, -3.89900, 4.92379)
C (-4.21126, -3.58304, 4.87344)
N (-0.54561, -4.24943, 3.87192)
O (0.07415, -4.41754, 2.81985)
O (0.03482, -4.19711, 4.99269)
H (-5.78472, -3.19563, 3.65223)
H (-4.33837, -3.25575, 1.47353)
H (-2.05171, -3.80892, 1.62312)
H (-2.37955, -4.04395, 5.89998)
H (-4.84528, -3.40730, 5.72991)
C (-7.82491, -1.03782, 5.47616)
C (-6.51700, -1.00027, 5.96198)
C (-5.50710, -0.38179, 5.25763)
C (-5.86585, 0.21473, 4.02003)
C (-7.17295, 0.24766, 3.54992)
C (-8.16726, -0.32037, 4.32843)
N (-4.76935, 0.82691, 3.16610)
O (-5.08034, 1.60635, 2.28021)
O (-3.61108, 0.56261, 3.44779)
H (-8.62740, -1.60262, 5.92719)
H (-6.24567, -1.50608, 6.87682)
H (-4.51864, -0.31760, 5.68802)
H (-7.46058, 0.76434, 2.64619)
H (-9.22693, -0.26152, 4.12833)
C (-1.95969, 0.32366, 0.45686)
C (-1.23599, -0.49451, 1.31073)
C (0.10786, -0.88129, 1.01533)
C (0.70226, -0.46311, -0.24196)
C (-0.05796, 0.34139, -1.09673)
C (-1.36077, 0.76769, -0.75939)
N (2.04800, -0.87632, -0.58172)
O (2.59476, -1.49230, 0.32504)
O (2.50002, -0.67243, -1.66916)
H (-2.99673, 0.53379, 0.67316)
H (-1.65127, -0.79587, 2.26106)
H (0.68800, -1.53778, 1.64687)
H (0.42798, 0.66217, -2.00633)
H (-1.95381, 1.29509, -1.49190)
C (1.61662, -1.38619, 5.04909)
C (2.17854, -0.57336, 4.07429)
C (1.52194, 0.61557, 3.77642)
C (0.36763, 1.03572, 4.43043)
C (-0.11171, 0.22518, 5.46969)
C (0.49734, -1.00509, 5.78421)
N (-0.37120, 2.26728, 3.94448)
O (0.01655, 2.87610, 2.97177)
O (-1.33117, 2.67317, 4.60699)
H (2.12833, -2.24694, 5.45363)
H (3.14321, -0.80435, 3.64714)
H (2.03050, 1.31440, 3.12880)
H (-1.02922, 0.48247, 5.97800)
H (0.09615, -1.60110, 6.59058)
C (-0.76767, 6.08941, -2.90117)
C (0.14956, 7.01901, -2.14917)
O (0.86520, 6.57181, -1.25195)
C (0.37384, 8.41145, -2.73593)
H (-0.51995, 6.05322, -3.96204)
H (-1.79450, 6.42980, -2.76753)
H (-0.66861, 5.06395, -2.54521)
H (1.04356, 8.37221, -3.59502)
H (0.80957, 9.07363, -1.98776)
H (-0.60692, 8.77938, -3.03732)
C (-3.76025, 3.69600, -4.26450)
C (-5.08091, 3.14334, -3.77108)
O (-5.42098, 2.03873, -4.07742)
C (-5.84736, 4.15526, -3.01140)
H (-2.98282, 3.72371, -3.50100)
H (-3.83402, 4.71496, -4.64446)
H (-3.19535, 3.15066, -5.02054)
H (-5.20778, 4.80254, -2.41135)
H (-6.62149, 3.72666, -2.37491)
H (-6.37237, 4.81433, -3.70284)
C (6.81590, -0.66705, -2.76535)
C (5.88052, -0.35097, -3.89557)
O (5.81442, -0.94935, -4.97686)
C (4.89170, 0.78239, -3.62470)
H (6.36055, -0.71348, -1.77610)
H (7.51660, 0.16646, -2.71667)
H (7.39397, -1.58191, -2.89558)
H (4.82554, 1.40967, -4.51366)
H (5.37940, 1.42942, -2.89559)
H (3.86235, 0.63390, -3.29837)
C (3.47526, 4.37942, -1.17993)
C (3.21407, 3.13051, -0.36894)
O (3.98242, 2.18203, -0.39487)
C (1.83281, 3.01527, 0.31548)
H (2.84826, 4.37399, -2.07152)
H (4.54090, 4.35422, -1.40770)
H (3.29024, 5.23004, -0.52394)
H (1.15373, 2.62087, -0.44042)
H (1.33421, 3.89158, 0.72970)
H (1.95664, 2.34058, 1.16257)
C (2.00685, -5.25761, 0.66195)
C (3.22409, -5.06540, -0.21204)
O (4.23038, -5.74591, -0.07840)
C (3.13608, -4.09582, -1.30257)
H (1.66617, -6.29279, 0.64091)
H (1.20983, -4.56449, 0.39281)
H (2.22397, -4.91330, 1.67310)
H (3.77256, -4.48536, -2.09708)
H (3.57305, -3.15302, -0.97348)
H (2.12244, -4.01405, -1.69494)
C (1.38795, 2.77830, -4.19696)
C (0.05190, 2.22205, -4.43163)
O (-0.87030, 2.44687, -3.66523)
C (-0.09447, 1.33280, -5.66537)
H (1.66584, 3.41138, -5.03962)
H (2.23564, 2.12252, -3.99825)
H (1.39818, 3.44369, -3.33368)
H (0.58139, 1.62568, -6.46882)
H (-1.13419, 1.40019, -5.98561)
H (0.11436, 0.30015, -5.38585)
C (-0.69745, -3.54518, -2.53710)
C (-2.03130, -2.78291, -2.35832)
O (-2.67879, -2.85305, -1.32830)
C (-2.47693, -1.95384, -3.49714)
H (-0.93875, -4.47791, -3.04689)
H (-0.33014, -3.85166, -1.55768)
H (-0.04845, -2.85550, -3.07676)
H (-1.64107, -1.35703, -3.86217)
H (-3.41344, -1.43057, -3.30413)
H (-2.82801, -2.56845, -4.32605)
C (-3.11001, 3.80049, 2.17814)
C (-3.48488, 4.44885, 0.89955)
O (-4.43974, 5.25003, 0.84430)
C (-2.56301, 4.27592, -0.24632)
H (-2.98600, 2.71881, 2.12623)
H (-3.89002, 3.98524, 2.91676)
H (-2.12831, 4.16448, 2.48126)
H (-1.57630, 4.11847, 0.18923)
H (-2.47498, 5.16796, -0.86650)
H (-2.90273, 3.45714, -0.88058)
C (5.79923, -5.15773, 3.03842)
C (4.63376, -4.97332, 3.95740)
O (4.46974, -5.75284, 4.91960)
C (3.68170, -3.86498, 3.65362)
H (5.55862, -5.74554, 2.15259)
H (6.62300, -5.65195, 3.55345)
H (6.18257, -4.18775, 2.72172)
H (2.68352, -3.99627, 4.07136)
H (3.46308, -3.89651, 2.58623)
H (4.17540, -2.92143, 3.88617)
C (-7.19144, -0.02412, -1.48231)
C (-6.61154, -0.97202, -0.39762)
O (-7.29669, -1.27589, 0.56716)
C (-5.18758, -1.58237, -0.57030)
H (-7.83812, -0.50898, -2.21362)
H (-6.50382, 0.40282, -2.21238)
H (-7.87459, 0.67879, -1.00555)
H (-4.63367, -1.32678, -1.47361)
H (-5.20409, -2.67109, -0.52013)
H (-4.66638, -1.31390, 0.34859)
C (2.18709, -3.38284, -5.23976)
C (1.10843, -2.57335, -5.91842)
O (-0.03173, -2.51463, -5.49269)
C (1.57024, -1.76831, -7.17741)
H (2.55553, -4.19257, -5.86959)
H (1.81595, -3.72555, -4.27389)
H (2.99295, -2.67042, -5.06327)
H (2.53509, -1.30327, -6.97513)
H (0.86461, -0.96042, -7.37107)
H (1.48968, -2.28427, -8.13417)

Summary:
DFT total energy	-4308.44188	hartree
maximum force	3.51	eV/Å
net charge	0
E_HOMO	-0.34076	Eh
LUMO level	-0.98	eV
frontier orbital gap	8.30	eV

These are the Löwdin partial charges, in e, on atoms 1 to 99:
1. C -0.0960
2. C -0.0795
3. C 0.0075
4. C -0.1012
5. C 0.0127
6. C -0.0588
7. N -0.3374
8. O 0.0634
9. O 0.0781
10. H 0.0938
11. H 0.1140
12. H 0.1156
13. H 0.0892
14. H 0.0970
15. C -0.0684
16. C -0.0576
17. C -0.0126
18. C -0.1204
19. C 0.0134
20. C -0.0457
21. N -0.2786
22. O 0.0534
23. O 0.0417
24. H 0.1101
25. H 0.0908
26. H 0.1157
27. H 0.1077
28. H 0.0951
29. C -0.0625
30. C -0.0930
31. C -0.0171
32. C -0.1007
33. C -0.0064
34. C -0.0563
35. N -0.3063
36. O 0.0643
37. O 0.0514
38. H 0.1060
39. H 0.1052
40. H 0.1173
41. H 0.1177
42. H 0.1113
43. C -0.0483
44. C -0.0529
45. C 0.0437
46. C -0.1326
47. C -0.0203
48. C -0.0326
49. N -0.3428
50. O 0.0390
51. O 0.0904
52. H 0.0874
53. H 0.0902
54. H 0.0942
55. H 0.0973
56. H 0.0886
57. C -0.0812
58. C -0.0528
59. C -0.0208
60. C -0.1109
61. C 0.0023
62. C -0.0521
63. N -0.3063
64. O 0.0642
65. O 0.0603
66. H 0.0970
67. H 0.0991
68. H 0.1052
69. H 0.1103
70. H 0.1083
71. C -0.0388
72. C -0.4599
73. O 0.0394
74. C -0.0182
75. H 0.0898
76. H 0.0827
77. H 0.0608
78. H 0.0879
79. H 0.0824
80. H 0.0776
81. C -0.0347
82. C -0.5084
83. O 0.0799
84. C -0.0187
85. H 0.0500
86. H 0.0837
87. H 0.0704
88. H 0.0809
89. H 0.0865
90. H 0.0962
91. C -0.0182
92. C -0.4463
93. O 0.0297
94. C -0.0249
95. H 0.0584
96. H 0.0830
97. H 0.0876
98. H 0.0788
99. H 0.0649


(4)
ORCA calculation (the ωB97M-V functional and the def2-TZVPD basis) on a cluster of 2 separate species, C4H11NO2 in total at a distorted geometry.

Atoms and positions in Å:
C (0.03056, -0.08943, 0.14502)
C (-0.25493, 1.38111, -0.21695)
C (-1.71825, 1.15194, 0.14697)
C (-1.48982, -0.29674, -0.18519)
H (4.54688, 0.34786, 0.00723)
H (3.47576, 0.28806, 1.10821)
H (0.96104, -1.76371, -0.28216)
H (1.94764, -0.50114, -0.39426)
H (0.36979, -0.22596, 1.17991)
H (-0.16800, 1.54201, -1.28390)
H (0.32211, 2.19609, 0.26267)
H (-1.90820, 1.41709, 1.20245)
H (-2.47998, 1.72892, -0.46402)
H (-1.35078, -0.33313, -1.26364)
H (-2.57960, -1.13317, 1.20341)
N (0.97632, -0.83000, -0.65527)
O (3.69413, -0.09891, 0.25446)
O (-2.36617, -1.23035, 0.24202)

Summary:
DFT total energy	-364.18775	hartree
maximum force	2.62	eV/Å
net charge	0
E_HOMO	-0.32706	Eh
LUMO level	0.52	eV
SMILES string	N[C@H]1CC[C@@H]1O.O
energy relative to the best compared isomer or geometry (same formula, charge and spin)	2.189	eV
frontier orbital gap	9.42	eV

Let us look at the Löwdin charges, expressed in e, one per atom:
1. C -0.3586
2. C -0.1513
3. C -0.1508
4. C -0.4148
5. H 0.0791
6. H 0.0440
7. H 0.0663
8. H 0.0470
9. H 0.1394
10. H 0.1065
11. H 0.1102
12. H 0.1142
13. H 0.1245
14. H 0.1519
15. H 0.1248
16. N 0.0303
17. O -0.0732
18. O 0.0104


> Which of these has the lowest maximum force?

C4H11NO2


> What is the E_HOMO in the first record?

-0.26620 Eh


> Which of these has the highest LUMO level?

C4H11NO2


Please write out number 2 again, unchanged.
ORCA calculation (the ωB97M-V functional and the def2-TZVPD basis) on a structure of composition H22O11 at a distorted geometry.

Atoms and positions in Å:
O (-8.76112, 4.91873, 11.49902)
H (-8.88776, 5.85955, 11.37639)
H (-7.82013, 4.78624, 11.38395)
O (-7.96353, 3.13258, 9.30788)
H (-7.55163, 2.31264, 9.58040)
H (-7.23152, 3.73143, 9.16036)
O (-5.52304, 8.10561, 7.91959)
H (-5.18430, 7.83922, 7.06489)
H (-6.12334, 7.40313, 8.16939)
O (-4.08766, 6.18927, 9.50625)
H (-4.04422, 5.29350, 9.17169)
H (-5.00719, 6.31328, 9.74146)
O (-5.95323, 8.36529, 10.53950)
H (-6.56022, 8.44600, 9.80378)
H (-6.02438, 7.44987, 10.81001)
O (-6.02289, 5.78695, 9.61472)
H (-6.73942, 6.09022, 9.05719)
H (-6.43595, 5.17680, 10.22573)
O (-7.99778, 5.90919, 8.79690)
H (-8.65452, 5.48488, 9.34907)
H (-8.23625, 5.65833, 7.90447)
O (-7.31566, 8.10126, 9.24101)
H (-7.60103, 8.95853, 8.92498)
H (-7.78588, 7.47420, 8.69153)
O (-6.49020, 2.84533, 11.06392)
H (-6.99794, 2.63825, 11.84849)
H (-6.55675, 3.79644, 10.97911)
O (-6.10468, 6.19620, 7.18845)
H (-6.76877, 5.67357, 6.73893)
H (-5.28271, 5.96201, 6.75745)
O (-6.73252, 4.87914, 11.27770)
H (-6.48575, 5.80364, 11.30295)
H (-6.51792, 4.54955, 12.15036)

Summary:
DFT total energy	-840.13553	hartree
maximum force	14.95	eV/Å
net charge	0
E_HOMO	-0.32507	Eh
LUMO level	-0.56	eV
energy relative to the best compared isomer or geometry (same formula, charge and spin)	20.262	eV
frontier orbital gap	8.28	eV

Let us look at the Löwdin charges, expressed in e, one per atom:
1. O -0.0134
2. H 0.0462
3. H -0.2477
4. O -0.0468
5. H 0.0499
6. H 0.0144
7. O -0.0658
8. H 0.0480
9. H -0.0282
10. O -0.0670
11. H 0.0236
12. H -0.2045
13. O -0.0398
14. H -0.3119
15. H -0.0061
16. O -0.0628
17. H -0.0613
18. H -0.1170
19. O 0.0143
20. H 0.1055
21. H 0.1193
22. O 0.0490
23. H 0.1559
24. H 0.0693
25. O -0.0237
26. H 0.0754
27. H -0.1716
28. O -0.0435
29. H 0.0852
30. H 0.1107
31. O 0.1469
32. H 0.1865
33. H 0.2109